22
Properties=species:S:1:pos:R:3:forces:R:3 method="wB97M-V/def2-TZVPD" largest_force_ha_per_bohr=0.0842 de_lowest_kj_mol=173.5 homo_lumo_gap_ev=9.14 homo_energy_ev=-12.80 total_charge=+1 e_lumo_ha=-0.1345 mol_weight_g_mol=151.189 e_tot_ev=-13494.5741
C -0.704617 -1.120460 -2.871130 1.11 0.11 1.72
C -0.651456 -0.845321 -1.554766 -0.95 -0.13 -0.69
C -1.898921 -0.804401 -0.671230 0.93 -2.75 -0.67
O 0.579718 -0.622971 -0.863321 -0.21 -0.53 -1.55
C 0.727652 0.238655 0.138719 -1.44 1.88 -0.49
C 0.312903 1.565058 0.122307 -1.18 -1.18 -4.00
N 0.408362 2.341579 1.193066 -1.51 2.91 -1.07
C 0.945955 1.944538 2.319312 1.65 -2.00 2.05
C 1.499365 0.649594 2.346324 -0.96 1.58 1.59
C 1.337732 -0.225116 1.282656 2.44 -2.25 1.18
N 1.931252 -1.482249 1.253243 -1.99 -1.09 -1.59
H -1.595754 -1.533880 -3.269739 -0.90 0.12 -0.15
H 0.118677 -1.123941 -3.559676 0.52 0.13 0.15
H -2.741543 -1.316688 -1.205971 0.78 0.73 0.42
H -2.117288 0.202429 -0.489396 -0.72 1.38 0.68
H -1.711392 -1.403428 0.254875 -0.22 0.76 -0.48
H -0.166929 1.963269 -0.899471 1.10 -0.65 2.74
H -0.014034 3.293848 1.077841 0.72 -1.17 0.50
H 0.981327 2.581678 3.231755 -0.15 -0.33 -1.18
H 1.904305 0.315333 3.306801 0.04 0.05 -0.55
H 2.085664 -2.059788 2.111125 -0.25 1.13 -1.11
H 1.567630 -2.046361 0.381497 1.18 1.29 2.48